No. 1
Formula: C8H12ClF6N4O9PrS2
Source: the OMol25 dataset
Level of theory: wB97M-V/def2-TZVPD

```
43
Properties=species:S:1:pos:R:3:forces:R:3
H 4.76091 -0.90250 0.59337 0.03 0.05 -0.02
C -1.84055 -3.36613 -0.62099 0.36 0.28 0.48
H 3.21895 2.67738 -0.88224 0.07 -0.02 0.01
O -2.41292 0.01986 1.12141 -0.97 -0.57 0.96
O 2.27238 -0.63708 3.84376 0.12 -0.03 0.79
Pr -0.28226 -0.54623 0.58187 1.19 -3.76 -1.11
F -1.65235 4.77551 -0.16307 -0.08 -0.27 0.25
H -2.01910 -3.00181 1.48683 0.21 0.11 -0.06
O 1.78165 -1.59577 1.77991 -0.29 -0.85 -0.70
H 5.78815 0.55096 0.63563 0.01 -0.07 0.01
S -1.19954 2.15843 0.19323 -0.48 3.31 -0.42
F -4.46403 -1.09982 -0.74923 -0.14 0.25 0.35
C -0.71896 3.87478 -0.43128 0.02 0.67 -0.36
H -1.36788 -2.56359 -3.84574 -0.03 -0.03 0.01
O 0.10524 -0.53477 2.96619 -2.10 0.10 0.79
F -2.72113 -0.20675 -1.62795 -0.15 0.18 0.12
F -0.53880 3.85339 -1.74972 -0.11 -0.41 0.08
N 1.77059 -0.20887 -0.74198 0.58 0.19 -0.33
H -2.92013 -3.18548 -0.63457 0.01 -0.06 -0.10
Cl 1.49571 -0.51286 2.68089 3.78 -0.41 1.98
H 4.46473 0.34724 1.81472 0.04 0.05 -0.04
C 4.77902 0.16948 0.78245 0.24 -0.25 0.33
O -0.61926 1.98245 1.48624 0.26 0.17 0.59
H -2.42211 -3.73817 -3.12831 0.06 0.00 0.10
F -4.63294 0.76459 -1.82765 0.05 0.24 0.59
N -1.70715 -3.04044 -3.02646 0.10 0.15 -0.25
F 0.42462 4.27814 0.12332 -0.17 -0.52 0.19
C 3.94832 2.29610 -0.16880 0.06 0.44 0.00
C -1.25722 -2.64378 -1.82103 -0.33 -0.65 0.09
H 4.94718 2.60799 -0.47568 -0.06 0.05 0.04
H -0.45493 -3.61797 1.00878 -0.03 0.33 0.00
O -0.67102 1.25213 -0.79425 0.12 0.49 -1.60
H 3.71901 2.70025 0.82074 0.03 0.00 0.00
N -2.76767 2.27374 0.16092 0.09 -0.01 0.21
O -0.41560 -1.74960 -1.73618 0.01 0.36 0.44
S -3.42737 0.92467 0.63452 -1.97 0.05 -1.64
H -1.69209 -4.44305 -0.78007 -0.14 0.08 -0.16
N 3.90389 0.84544 -0.15781 0.45 0.29 0.13
O -4.64801 1.06372 1.33613 0.11 0.20 0.21
C -1.23219 -2.88671 0.72263 -0.26 -0.29 -0.26
C 2.75837 0.29850 -0.41406 -0.69 -0.60 -0.79
C -3.87171 0.07029 -0.98985 0.27 -0.39 -0.43
O 1.81820 0.69637 1.99338 -0.28 1.13 -0.45
```
Positions in Å, forces in eV/Å.

Summary:
Charge: 0
⟨S²⟩: 2.002
Spin multiplicity: 3
Energy relative to the best compared isomer or geometry (same formula, charge and spin): 90.01 kJ/mol
Gap between HOMO and LUMO (spin up / spin down): 8.096 / 8.066 eV


No. 2
Formula: C4H9NO2
Source: the OMol25 dataset
Level of theory: wB97M-V/def2-TZVPD

```
16
Properties=species:S:1:pos:R:3:forces:R:3
H 1.47001 -0.75097 -1.57334 -0.08 -0.06 0.03
O 0.26532 -2.08634 -0.64475 0.49 0.17 -0.10
H -0.60021 0.18235 -2.59646 -0.04 -0.02 0.05
O -2.07716 2.03631 0.55205 0.24 -0.26 0.04
C 0.18687 1.36588 0.63487 0.21 -0.04 0.12
H 0.47496 2.28480 0.13115 -0.04 -0.12 0.05
H 2.13229 0.90854 1.31314 -0.16 -0.02 -0.01
H -0.77073 -0.33175 -2.08446 -0.01 0.06 -0.10
H 2.27193 -2.03713 -0.46945 -0.02 -0.02 0.02
C 1.34784 -1.61555 -0.89902 -0.30 -0.19 0.05
C 1.08225 0.62715 1.28717 -0.14 0.10 -0.03
H -2.67033 -0.34706 0.64108 0.10 0.01 0.03
H -1.07658 -0.93468 0.41068 -0.05 0.14 0.10
H 0.79384 -0.25660 1.85256 0.01 0.12 -0.11
N -1.67794 -0.19588 0.75289 -0.09 0.06 -0.11
C -1.28846 1.10905 0.62543 -0.13 0.06 0.00
```
Positions in Å, forces in eV/Å.

Summary:
Charge: 0
SMILES: C=CC(N)=O.[H][H].C=O
Energy relative to the best compared isomer or geometry (same formula, charge and spin): 277.61 kJ/mol
Gap between HOMO and LUMO: 9.987 eV


Question: What is the charge in the second record?
Answer: 0